Entry 1:
The following is a quantum chemistry calculation of a gas-phase ion, C5H8N (charge +1) in a non-equilibrium geometry, from the OMol25 dataset.

Each line ends with the Mulliken charge.
Geometry (Å):
C -1.6344 1.4487 0.1831  -0.998
C -1.3269 0.0265 -0.0794  0.319
C -0.1245 -0.4441 -0.2157  -0.019
C 1.4154 -0.1869 -0.3264  -0.264
N 1.7917 -1.3309 0.4633  -0.131
C 0.7675 -1.5231 -0.5664  -0.334
H -2.1978 1.9465 0.9789  0.362
H -2.1757 1.7652 -0.7692  0.270
H -0.5485 1.8658 0.3348  0.249
H -2.2383 -0.6460 -0.2432  0.303
H 2.1628 0.6162 -0.9318  0.307
H 1.7696 -1.2691 1.4755  0.301
H 2.6921 -1.6343 0.1370  0.306
H 0.8948 -2.2459 -1.3363  0.330

Calculated values
Strongest force on any atom ... 4.0 eV/Å
SMILES ... C/C=C1\[C@H]2[NH2+][C@@H]12
LUMO ... -3.567 eV
HOMO ... -13.91 eV
Total charge ... +1
Molecular weight ... 82.13 g mol⁻¹



Entry 2:
The following is a quantum chemistry calculation of C5H8O in the gas phase, from the OMol25 dataset.

Each line ends with the Mulliken charge.
Geometry (Å):
C 1.5725 -0.2119 0.4145  -1.217
C 0.6689 0.7968 -0.2891  -0.584
C -0.7397 0.3032 -0.7067  0.344
C -1.3260 -0.8927 0.0520  -0.523
O -1.9418 0.0675 0.9568  -0.179
C -1.6525 1.1383 0.2189  -0.483
H 1.1117 -0.5881 1.3353  0.322
H 2.5100 0.2729 0.7057  0.369
H 1.8161 -1.0700 -0.2225  0.324
H 1.1696 1.2207 -1.1654  0.369
H -0.9093 0.3488 -1.7867  0.411
H -0.6726 -1.5972 0.5743  0.270
H -2.1147 -1.4341 -0.4777  0.254
H 0.5079 1.6457 0.3904  0.323

Calculated values
Strongest force on any atom ... 0.4 eV/Å
LUMO ... 0.933 eV
HOMO ... -8.64 eV
Molecular weight ... 84.12 g mol⁻¹



Entry 3:
The following is a quantum chemistry calculation of a molecular structure, C41H35CoN6SSb2 in a non-equilibrium geometry, from the OMol25 dataset.

Each line ends with the Mulliken charge.
Geometry (Å):
Co 1.1554 0.1689 -1.4581  -0.278
N 2.9049 0.2507 2.2476  0.149
C 2.0207 0.1193 3.2921  -0.027
C 2.4801 0.1110 4.6093  -0.792
C 1.5929 -0.0592 5.6506  -0.898
C 0.2249 -0.1793 5.4069  -0.985
C -0.2490 -0.1684 4.1127  -1.101
C 0.6451 -0.0278 3.0563  0.912
S 0.0257 0.0509 1.4318  0.617
N 1.3654 0.0143 0.4358  0.982
C 2.6256 0.1155 0.9229  1.172
C 3.6555 0.0631 -0.0586  -0.140
C 5.0318 -0.0753 0.2087  -0.955
C 5.9191 -0.1309 -0.8388  -0.561
C 5.4272 -0.0773 -2.1455  -0.810
C 4.0652 0.0300 -2.3411  -0.085
N 3.1897 0.1247 -1.3423  -0.162
H 3.8760 0.3753 2.4996  0.246
H 3.5349 0.2307 4.8017  0.520
H 1.9636 -0.0998 6.6607  0.488
H -0.4600 -0.2736 6.2339  0.543
H -1.3026 -0.2610 3.9077  0.620
H 5.3897 -0.1603 1.2237  0.400
H 6.9779 -0.2282 -0.6610  0.484
H 6.0899 -0.1226 -2.9922  0.470
H 3.6539 0.0507 -3.3385  0.493
C -2.5369 1.3042 -2.1750  -1.026
C -2.5960 -0.1905 -2.4575  -0.591
C -2.4586 -1.0759 -1.2110  -1.097
Sb -0.5999 -2.2671 -1.2139  0.942
C -1.4271 -4.2468 -1.6562  0.406
C -2.2782 -4.4627 -2.7262  -0.587
C -2.9272 -5.6841 -2.8371  -0.522
C -2.7046 -6.6784 -1.8980  -0.494
C -1.8129 -6.4698 -0.8593  -0.726
C -1.1517 -5.2581 -0.7497  -0.216
C -0.2916 -2.7443 0.8733  -0.655
C -1.3323 -2.7997 1.7894  -0.107
C -1.0885 -3.2346 3.0815  -0.898
C 0.1886 -3.6245 3.4552  -0.506
C 1.2321 -3.5637 2.5426  -0.894
C 0.9897 -3.1240 1.2515  -0.197
Sb -0.6899 2.0376 -1.2625  0.791
C -1.3851 2.5990 0.7125  0.609
C -0.4385 2.9390 1.6741  -0.484
C -0.8353 3.2341 2.9688  -0.468
C -2.1793 3.1998 3.3073  -0.694
C -3.1285 2.9117 2.3397  -0.816
C -2.7281 2.6042 1.0476  -0.552
C -0.5298 4.0725 -1.9685  0.566
C -1.6979 4.8181 -1.9908  -0.357
C -1.6289 6.1889 -2.1750  -0.705
C -0.3988 6.8064 -2.3327  -0.529
C 0.7612 6.0497 -2.3594  -0.586
C 0.6996 4.6756 -2.1743  -0.550
H -3.3554 1.5806 -1.5102  0.420
H -2.6438 1.8590 -3.1083  0.564
H -1.8326 -0.4469 -3.1998  0.148
H -3.5640 -0.3857 -2.9311  0.537
H -3.2772 -1.7936 -1.1581  0.766
H -2.4687 -0.4772 -0.2972  0.291
H -2.4498 -3.6969 -3.4709  0.402
H -3.6076 -5.8560 -3.6584  0.407
H -3.2178 -7.6237 -1.9825  0.400
H -1.6292 -7.2444 -0.1288  0.406
H -0.4433 -5.1082 0.0521  0.398
H -2.3350 -2.5250 1.4944  0.490
H -1.8967 -3.2912 3.7950  0.488
H 0.3707 -4.0013 4.4495  0.495
H 2.2263 -3.8801 2.8270  0.518
H 1.8006 -3.0959 0.5297  0.513
H 0.6148 2.9686 1.4140  0.499
H -0.0980 3.4888 3.7168  0.493
H -2.4880 3.3948 4.3246  0.461
H -4.1805 2.9296 2.5842  0.488
H -3.4785 2.3724 0.3069  0.284
H -2.6581 4.3369 -1.8635  0.341
H -2.5372 6.7734 -2.1829  0.417
H -0.3452 7.8801 -2.4302  0.396
H 1.7164 6.5308 -2.5104  0.408
H 1.6085 4.0844 -2.1971  0.339
N 0.2911 1.5550 -7.6303  -0.433
C 0.5422 1.0222 -6.6427  0.436
N 0.8285 0.3819 -5.5697  -0.534
C 0.8157 0.3247 -4.3556  0.839
N 0.8607 0.0872 -3.1894  -0.030

Calculated values
Strongest force on any atom ... 3.6 eV/Å
Expectation value of S² ... 6.0336
LUMO (spin up / spin down) ... -7.218 / -8.510 eV
HOMO (spin up / spin down) ... -12.98 / -13.10 eV
Total charge ... +2
Multiplicity ... 5
Molecular weight ... 946.29 g mol⁻¹



Entry 4:
The following is a quantum chemistry calculation of a molecular structure, C9H18F16Li3N8O41S16 in a non-equilibrium geometry, from the OMol25 dataset.

Each line ends with the Mulliken charge.
Geometry (Å):
Li -0.1658 -0.8585 2.9615  1.051
Li 1.3762 -2.8390 -2.5414  0.785
Li -1.6789 0.9108 1.5061  2.484
N 2.3918 -6.3857 -1.9245  -0.302
S 3.7298 -6.0695 -2.8679  0.966
O 4.8540 -6.9396 -2.7398  -0.627
O 3.9181 -4.7263 -3.2908  -0.500
F 3.0400 -6.7975 -4.1645  -0.370
S 2.7882 -5.3388 -0.7725  1.071
O 2.3180 -4.0235 -1.0979  -0.415
O 4.0433 -5.5243 -0.1363  -0.575
F 1.7467 -5.8332 0.3036  -0.273
N -5.4882 0.4828 1.3677  -0.127
S -4.5008 -0.6704 1.9849  0.935
O -5.0936 -1.6623 2.8101  -0.589
O -3.1607 -0.2049 2.2791  -0.325
F -4.2502 -1.4844 0.6448  -0.353
S -6.0051 1.1160 2.7375  0.837
O -5.0778 1.3573 3.7969  -0.485
O -7.3323 0.6601 3.0511  -0.665
F -6.2418 2.6070 2.2289  -0.252
N -5.4598 1.6102 -1.8558  0.095
S -4.7523 0.9531 -3.2400  0.860
O -3.5097 1.5220 -3.6448  -0.519
O -5.6179 0.3246 -4.1927  -0.632
F -4.1872 -0.3098 -2.4426  -0.212
S -6.1419 2.8294 -2.5713  0.911
O -7.3771 2.6380 -3.2841  -0.670
O -5.2699 3.8756 -3.0183  -0.557
F -6.6170 3.5174 -1.1580  -0.330
N -0.0157 0.5159 4.5016  -0.103
S 1.2370 1.4832 4.6801  0.816
O 1.8077 1.5797 5.9901  -0.666
O 1.3462 2.6476 3.8542  -0.372
F 2.2440 0.4830 3.9191  -0.262
S -1.2368 1.7796 4.6192  0.556
O -1.9216 1.9890 3.3879  -0.308
O -1.0142 2.8463 5.5230  -0.597
F -2.2361 0.8609 5.4253  -0.318
N -0.2847 -0.3073 1.0349  0.408
S 1.1263 0.2001 0.4130  -0.188
O 1.0844 0.7500 -0.8859  -0.245
O 2.2090 -0.5307 0.9488  -0.280
F 1.1758 1.5301 1.2928  -0.138
S -0.7391 -1.3602 -0.1915  -0.650
O 0.2586 -2.0344 -0.9894  -0.009
O -1.9353 -1.0267 -0.8557  -0.367
F -1.1377 -2.6197 0.6911  0.064
N -0.4849 -2.5340 4.1132  -0.039
S 0.3012 -3.8433 3.7028  0.727
O -0.1730 -4.6364 2.6255  -0.398
O 0.9890 -4.4829 4.7809  -0.644
F 1.5388 -2.9993 3.0761  -0.269
S -1.9481 -3.2418 4.4510  0.835
O -2.0169 -4.2724 5.4327  -0.649
O -2.8256 -3.3355 3.3356  -0.493
F -2.5577 -1.9346 5.1211  -0.247
N 6.8968 -0.9348 -1.4884  -0.483
S 5.6027 -1.6040 -0.7759  1.184
O 5.9302 -2.5003 0.2849  -0.628
O 4.4776 -1.8540 -1.6159  -0.374
F 5.2042 -0.2619 -0.0090  -0.298
S 7.3316 -2.2703 -2.4126  1.102
O 6.7628 -2.1837 -3.7269  -0.634
O 7.4629 -3.5865 -1.8842  -0.566
F 8.8410 -1.7883 -2.6737  -0.326
N -2.4145 2.3572 0.3775  -0.097
S -1.5939 2.8727 -1.0782  0.812
O -0.2383 3.2613 -0.8117  -0.664
O -2.3268 3.5180 -2.0977  -0.432
F -1.4103 1.4296 -1.6858  -0.217
S -2.7256 3.8627 0.8594  0.735
O -3.5748 4.6346 0.0278  -0.602
O -1.6934 4.4823 1.6305  -0.667
F -3.7467 3.4182 2.0015  -0.233
C -2.5829 -5.6835 0.1425  -0.409
O -2.7477 -6.6713 -0.8842  -0.478
C -1.6999 -6.9141 -1.6859  0.736
O -0.6015 -6.5188 -1.5249  -0.412
O -2.0902 -7.8540 -2.5817  -0.361
C -3.4369 -8.2412 -2.6872  -0.677
H -2.2227 -6.1791 1.0420  0.285
H -3.5417 -5.2527 0.4189  0.284
H -1.8489 -4.9386 -0.1431  0.136
H -4.2394 -7.5012 -2.6957  0.303
H -3.6680 -9.0283 -1.9699  0.249
H -3.5234 -8.6115 -3.7156  0.291
C 4.8819 5.2940 -2.5713  -0.615
O 3.9778 4.2343 -2.9219  -0.344
C 4.0438 3.1670 -2.0945  0.752
O 4.9005 2.9148 -1.3185  -0.584
O 3.0213 2.3441 -2.2991  -0.064
C 1.8507 2.8477 -2.9125  -0.392
H 5.8861 4.9320 -2.7740  0.285
H 4.6539 5.6119 -1.5544  0.257
H 4.5636 6.1264 -3.1999  0.172
H 0.9738 2.2391 -2.7196  -0.040
H 1.8469 2.8508 -4.0085  0.375
H 1.6163 3.8311 -2.5163  0.227
C 1.6429 4.8635 1.4165  -0.337
O 2.3724 5.6511 0.4446  -0.120
C 2.0930 6.9189 0.3014  0.699
O 1.3191 7.5300 0.9880  -0.618
O 2.8156 7.4409 -0.6919  -0.210
C 2.4936 8.6546 -1.3025  -0.787
H 1.6975 3.8250 1.1120  -0.247
H 0.5847 5.1137 1.4120  0.375
H 2.0801 5.0145 2.3995  0.412
H 1.4177 8.6354 -1.5243  0.342
H 2.8723 8.7275 -2.3229  0.249
H 2.7435 9.5303 -0.7048  0.280

Calculated values
Strongest force on any atom ... 5.5 eV/Å
LUMO ... 7.137 eV
HOMO ... -0.04 eV
Total charge ... -5
Molecular weight ... 1732.12 g mol⁻¹